A structure of composition C67H152AsF6N4OP2 at a distorted geometry, computed with wB97M-V/def2-TZVPD.

Positions of all 233 atoms, in Å:
1 C 5.46558 10.40881 3.66377
2 C 4.49411 9.96907 2.58409
3 C 5.01300 8.78217 1.81308
4 C 4.22300 8.50383 0.60801
5 P 4.72853 6.85886 -0.08349
6 C 6.45109 6.96789 -0.36008
7 C 7.27354 5.72707 -0.79992
8 C 8.71772 6.12741 -1.22161
9 C 8.88630 6.99207 -2.49519
10 C 3.84821 6.49416 -1.61411
11 C 4.48017 7.08382 -2.90760
12 C 3.43165 7.01097 -4.06990
13 C 3.92197 7.82397 -5.32921
14 C 4.42242 5.56324 1.17446
15 C 3.05111 5.52213 1.86108
16 C 1.84378 4.98462 1.02671
17 C 2.04669 3.49881 0.55397
18 H 6.38940 10.83374 3.27124
19 H 5.72911 9.50274 4.20938
20 H 5.09470 11.17580 4.34369
21 H 4.41180 10.83688 1.92969
22 H 3.53531 9.76405 3.06028
23 H 4.98312 7.86097 2.39496
24 H 6.09162 8.92897 1.75727
25 H 4.39171 9.25745 -0.16121
26 H 3.13380 8.51882 0.64689
27 H 6.91565 7.19598 0.59922
28 H 6.66608 7.73195 -1.10714
29 H 6.82461 5.21498 -1.65099
30 H 7.20784 4.97251 -0.01607
31 H 9.27654 5.19355 -1.28279
32 H 9.03583 6.76626 -0.39773
33 H 8.70075 8.05289 -2.32690
34 H 8.19784 6.53959 -3.20890
35 H 9.88257 6.94379 -2.93476
36 H 2.80668 6.73714 -1.40372
37 H 4.00086 5.41757 -1.68998
38 H 5.29257 6.41161 -3.18372
39 H 4.81704 8.09839 -2.69483
40 H 2.51887 7.48032 -3.70299
41 H 3.40344 5.94570 -4.29903
42 H 3.15598 7.99311 -6.08601
43 H 4.72195 7.24540 -5.79114
44 H 4.36677 8.79188 -5.09813
45 H 5.21908 5.81491 1.87452
46 H 4.67886 4.59039 0.75505
47 H 2.68127 6.48991 2.19978
48 H 3.00699 5.03805 2.83669
49 H 1.57631 5.55329 0.13610
50 H 1.03702 5.02122 1.75877
51 H 1.02598 3.12095 0.49498
52 H 2.60825 2.93584 1.29950
53 H 2.56090 3.46376 -0.40648
54 C -1.94766 5.37198 3.76511
55 C -2.98419 5.06267 2.64154
56 C -3.23914 3.55314 2.42368
57 C -3.98314 2.80297 3.58687
58 P -3.76605 0.99159 3.77124
59 C -2.01740 0.46177 3.82003
60 C -1.23817 1.01320 5.03103
61 C 0.30410 0.95284 4.84878
62 C 0.77067 2.02229 3.86913
63 C -4.72910 0.44066 5.21457
64 C -6.27157 0.59054 4.94073
65 C -7.23821 0.50485 6.14616
66 C -7.05498 -0.71050 7.04938
67 C -4.58840 0.17670 2.32561
68 C -4.73899 -1.35482 2.32606
69 C -5.05704 -1.84065 0.89960
70 C -5.21669 -3.34775 0.68458
71 H -2.35110 4.90868 4.66550
72 H -1.96845 6.44267 3.96830
73 H -0.92776 4.99030 3.71794
74 H -2.41876 5.49444 1.81573
75 H -3.91037 5.63350 2.70815
76 H -2.24665 3.18673 2.16135
77 H -3.71277 3.26566 1.48500
78 H -5.06177 2.93208 3.49751
79 H -3.76559 3.29557 4.53456
80 H -1.61572 0.63741 2.82208
81 H -2.06147 -0.62700 3.84701
82 H -1.63499 0.62346 5.96844
83 H -1.54220 2.05784 5.09722
84 H 0.63703 0.00360 4.42901
85 H 0.80993 1.04587 5.80981
86 H 0.08866 2.08667 3.02130
87 H 1.73366 1.67515 3.49462
88 H 0.90754 3.01429 4.29960
89 H -4.45365 1.17515 5.97138
90 H -4.45015 -0.58098 5.47251
91 H -6.52737 -0.13710 4.17053
92 H -6.49472 1.48835 4.36433
93 H -8.19711 0.57062 5.63207
94 H -7.28075 1.38738 6.78446
95 H -6.09178 -0.89940 7.52338
96 H -7.14688 -1.63445 6.47844
97 H -7.83280 -0.65368 7.81086
98 H -3.90156 0.59013 1.58707
99 H -5.51534 0.72415 2.15478
100 H -5.50383 -1.66193 3.03936
101 H -3.80108 -1.79726 2.66173
102 H -4.37057 -1.41037 0.17042
103 H -6.08929 -1.53331 0.73191
104 H -4.27376 -3.84497 0.91209
105 H -5.40744 -3.72240 -0.32108
106 H -5.95860 -3.74055 1.37984
107 C -2.36569 1.03304 -4.49119
108 C -3.25439 -0.22392 -4.82278
109 N -4.88847 -0.11850 -4.88759
110 C -5.48728 -1.58594 -4.95491
111 C -5.51848 0.49387 -3.52252
112 C -5.02842 -0.22794 -2.18167
113 C -5.23132 0.75332 -6.13338
114 C -6.68483 1.16444 -6.19856
115 O -7.54301 0.09871 -6.02384
116 C -8.63890 0.15463 -6.91504
117 H -1.66887 1.23555 -5.30453
118 H -1.58303 0.83957 -3.75762
119 H -2.92984 1.96020 -4.39014
120 H -3.09021 -0.92037 -4.00052
121 H -2.89486 -0.78177 -5.68744
122 H -6.52916 -1.65784 -4.64280
123 H -4.78070 -2.14473 -4.34123
124 H -5.38579 -1.86187 -6.00451
125 H -6.60621 0.42386 -3.51562
126 H -5.43066 1.57844 -3.45849
127 H -3.94333 -0.14547 -2.11945
128 H -5.16509 -1.30872 -2.21830
129 H -5.56110 0.04267 -1.27001
130 H -4.70803 0.30631 -6.97863
131 H -4.66175 1.67758 -6.03628
132 H -6.76723 1.56625 -7.20844
133 H -6.91079 2.01560 -5.55625
134 H -9.15343 1.06552 -6.60902
135 H -9.29358 -0.71676 -6.92784
136 H -8.25558 0.33749 -7.91889
137 C -1.03643 -4.42671 -3.22113
138 C -2.47026 -4.37473 -2.59780
139 C -3.68156 -4.73229 -3.46873
140 C -3.74595 -6.34883 -3.83065
141 N -3.74069 -6.69207 -5.34479
142 C -2.38776 -6.41805 -6.03173
143 C -2.29633 -7.40169 -7.16734
144 C -3.22964 -8.53378 -6.91883
145 C -3.79572 -8.23175 -5.54130
146 C -4.89989 -5.97124 -6.05123
147 H -0.16049 -4.22295 -2.60525
148 H -0.86906 -3.84359 -4.12670
149 H -0.89910 -5.44428 -3.58690
150 H -2.61408 -3.35730 -2.23413
151 H -2.35586 -4.88972 -1.64396
152 H -3.67081 -4.03878 -4.30958
153 H -4.57467 -4.37578 -2.95554
154 H -4.67551 -6.68492 -3.37121
155 H -2.89935 -6.92366 -3.45521
156 H -2.28161 -5.38196 -6.35322
157 H -1.63825 -6.55252 -5.25182
158 H -2.42083 -6.87143 -8.11149
159 H -1.27226 -7.77370 -7.13564
160 H -3.89320 -8.41004 -7.77468
161 H -2.61389 -9.43315 -6.92831
162 H -4.82883 -8.57558 -5.59186
163 H -3.23056 -8.74318 -4.76212
164 H -4.74463 -4.89246 -6.06658
165 H -5.88257 -6.12793 -5.60641
166 H -5.16517 -6.29327 -7.05822
167 C 3.00102 -6.96984 -0.00387
168 C 3.88241 -5.88937 0.52552
169 C 3.74578 -4.56423 -0.26165
170 C 4.30409 -4.45283 -1.65541
171 N 4.01484 -3.01929 -2.27668
172 C 2.56672 -2.93847 -2.88266
173 C 2.70607 -2.58753 -4.38752
174 C 4.12673 -2.24402 -4.62143
175 C 4.87723 -2.89752 -3.50804
176 C 4.40849 -1.80268 -1.32471
177 H 1.92490 -6.86822 0.13665
178 H 3.26028 -7.89209 0.51607
179 H 3.10995 -7.07153 -1.08363
180 H 4.90443 -6.26152 0.59665
181 H 3.63591 -5.67755 1.56593
182 H 4.27670 -3.81795 0.32936
183 H 2.67976 -4.33747 -0.24514
184 H 3.83734 -5.04336 -2.44378
185 H 5.38512 -4.57474 -1.58756
186 H 1.95749 -2.28592 -2.25727
187 H 2.12112 -3.93129 -2.82074
188 H 1.98892 -1.80026 -4.61993
189 H 2.27087 -3.36245 -5.01855
190 H 4.44813 -1.20411 -4.56329
191 H 4.37069 -2.54251 -5.64098
192 H 5.88314 -2.54322 -3.28282
193 H 5.06156 -3.91230 -3.86067
194 H 5.48785 -1.91959 -1.22763
195 H 3.97717 -1.90948 -0.32940
196 H 4.17848 -0.87469 -1.84818
197 C 5.68132 -5.49092 8.39673
198 C 4.23324 -5.43596 7.83915
199 C 3.69944 -4.21744 7.27235
200 C 2.45382 -4.53806 6.42891
201 N 2.02397 -3.33610 5.50995
202 C 0.60470 -3.56952 5.01646
203 C 0.73152 -3.99655 3.60182
204 C 1.88821 -3.15070 3.11139
205 C 2.90609 -2.98250 4.22549
206 C 1.91510 -2.04975 6.47397
207 H 5.82063 -6.41191 8.96284
208 H 5.93014 -4.64509 9.03763
209 H 6.49505 -5.44963 7.67268
210 H 3.44844 -5.96611 8.37872
211 H 4.31780 -6.20397 7.07032
212 H 4.40199 -3.64195 6.66958
213 H 3.50272 -3.58515 8.13816
214 H 1.53412 -4.92608 6.86676
215 H 2.57948 -5.26238 5.62413
216 H -0.08013 -2.72573 4.93202
217 H 0.09856 -4.35450 5.57836
218 H -0.21759 -3.74006 3.13118
219 H 0.88811 -5.04559 3.35064
220 H 1.64755 -2.17546 2.68820
221 H 2.40234 -3.65502 2.29320
222 H 3.30628 -1.98964 4.43088
223 H 3.76994 -3.64337 4.15403
224 H 1.51241 -2.32968 7.44741
225 H 1.29973 -1.19573 6.19104
226 H 2.91749 -1.65851 6.64787
227 As -0.72094 -1.13710 0.01061
228 F -1.11804 -0.53731 -1.61938
229 F 0.53227 0.19275 0.30593
230 F -0.46082 -1.60608 1.76542
231 F -1.87401 -2.51435 -0.21278
232 F 0.58442 -2.27951 -0.50467
233 F -2.02707 -0.07123 0.63427

Cartesian forces (eV/Å) of the 2 atoms listed first:
C 0.48 -0.41 0.36
C 0.09 1.09 0.59

Results
net charge: +5
electronic energy: -175629.452 eV

Here are the Löwdin charges for atoms 1 to 6, given in e: atom 1 (C): -0.101, atom 2 (C): -0.260, atom 3 (C): -0.301, atom 4 (C): -0.251, atom 5 (P): 1.007, atom 6 (C): -0.287